1.
This record from the OMol25 dataset describes a single C18H23N3O molecule in a non-equilibrium geometry. The level of theory is wB97M-V/def2-TZVPD.

Its energy relative to the best compared isomer or geometry (same formula, charge and spin) is 0.00 kJ/mol. The calculation puts the molar mass at 297.40 g/mol. The HOMO energy comes out at -9.07 eV. As for the SMILES: O=C(Nc1ncnc2c1CCC2)[C@]12C[C@H]3C[C@H](C[C@H](C3)C1)C2. For the LUMO energy, the calculation gives 0.024 Ha. Its energy is -939.2718 Ha. For the orbital gap, the calculation gives 9.7177 eV.

```
! RIJCOSX wB97M-V def2-TZVPD def2/J DEFGRID3
* xyz 0 1
O -1.60481 -0.41322 -0.62829
C -0.57207 0.07910 -0.22940
N -0.48847 0.86398 0.90702
C -1.49036 1.33102 1.73034
N -1.11258 2.50658 2.26162
C -1.95855 3.02906 3.16520
N -3.14696 2.52174 3.55897
C -3.45011 1.33885 3.08760
C -2.66404 0.69448 2.16352
C -3.21259 -0.65594 1.89374
C -4.24752 -0.87110 3.01854
C -4.65976 0.54207 3.46313
C 0.76382 -0.20135 -0.98870
C 1.36172 1.08663 -1.61474
C 2.65001 0.82334 -2.38688
C 3.74332 0.22966 -1.46035
C 3.19783 -1.04796 -0.80006
C 2.89033 -2.06755 -1.91988
C 1.81790 -1.53670 -2.87887
C 2.33613 -0.21675 -3.49739
C 0.50920 -1.23071 -2.15262
C 1.90484 -0.72432 -0.03346
H 0.42449 1.29071 1.08264
H -1.64404 3.96784 3.59297
H -2.45114 -1.43946 1.85294
H -3.73650 -0.61182 0.92660
H -5.08532 -1.47858 2.66523
H -3.76067 -1.40689 3.81080
H -5.53183 0.84602 2.92224
H -4.91385 0.60875 4.54779
H 1.57295 1.82816 -0.82181
H 0.60487 1.50661 -2.29530
H 2.99282 1.78943 -2.75955
H 4.04256 0.92792 -0.65077
H 4.64666 -0.00299 -2.04842
H 3.90449 -1.48277 -0.13920
H 3.78911 -2.35010 -2.50903
H 2.55509 -2.98808 -1.43019
H 1.65036 -2.23008 -3.72370
H 1.50548 0.15587 -4.14986
H 3.23945 -0.38758 -4.11474
H -0.18137 -0.85550 -2.91487
H 0.14510 -2.19742 -1.75681
H 1.55215 -1.59952 0.52798
H 2.11186 0.02857 0.72603
*
```

2.
This record from the OMol25 dataset describes a single C3H6O molecule in a non-equilibrium geometry. The level of theory is wB97M-V/def2-TZVPD.

Its energy relative to the best compared isomer or geometry (same formula, charge and spin) is 192.70 kJ/mol. The calculation puts the molar mass at 58.08 g/mol. The HOMO energy comes out at -9.82 eV. As for the SMILES: C=CCO. For the LUMO energy, the calculation gives 0.037 Ha. Its energy is -193.0698 Ha. For the orbital gap, the calculation gives 10.8388 eV.

```
! RIJCOSX wB97M-V def2-TZVPD def2/J DEFGRID3
* xyz 0 1
C 0.06495 1.45261 -1.13201
C 0.17708 0.42564 -0.21586
C -0.46129 -1.06662 0.36172
O -0.13181 -1.20890 1.69557
H -0.70155 1.47921 -1.88670
H 0.76731 2.26262 -1.08682
H 1.03018 0.57987 0.45192
H -0.01142 -1.82744 -0.28466
H -1.54493 -1.05666 0.28700
H 0.81149 -1.04034 1.80985
*
```

3.
This record from the OMol25 dataset describes a gas-phase ion, C6H13BClN2O3 (charge -1) in a non-equilibrium geometry. The level of theory is wB97M-V/def2-TZVPD.

The calculation puts the molar mass at 207.45 g/mol. The HOMO energy comes out at -4.16 eV. As for the SMILES: C[C@H](C(=O)[O-])N(CCCCl)B(N)O. For the LUMO energy, the calculation gives 0.110 Ha. Its energy is -1056.8636 Ha. For the orbital gap, the calculation gives 7.1474 eV.

```
! RIJCOSX wB97M-V def2-TZVPD def2/J DEFGRID3
* xyz -1 1
C -1.87819 1.88360 0.58073
C -1.01014 0.94037 -0.24683
C -1.89833 -0.04586 -1.06054
O -2.03997 -1.21224 -0.63421
O -2.38242 0.46074 -2.08997
N 0.07014 0.31977 0.55887
C 0.81125 -0.69197 -0.20374
C 1.31327 -0.17581 -1.55666
C 2.53738 -0.96008 -2.03864
Cl 3.91020 0.08867 -2.49486
B -0.32511 -0.19968 1.85014
N 0.76230 -0.46149 2.83195
O -1.63761 -0.47419 2.21350
H -2.45222 2.47975 -0.12957
H -2.59182 1.35041 1.20046
H -1.25708 2.57015 1.16005
H -0.52852 1.57298 -0.99350
H 1.68883 -0.96614 0.39177
H 0.23510 -1.60863 -0.35059
H 1.50729 0.89128 -1.49580
H 0.51775 -0.32491 -2.28752
H 2.88226 -1.63203 -1.25623
H 2.28392 -1.57864 -2.89445
H 0.43315 -1.18798 3.45997
H 0.95133 0.34825 3.40899
H -1.90278 -1.38631 2.07666
*
```

4.
This record from the OMol25 dataset describes a gas-phase ion, C3H11N2S (charge +1) in a non-equilibrium geometry. The level of theory is wB97M-V/def2-TZVPD.

Its energy relative to the best compared isomer or geometry (same formula, charge and spin) is 105.94 kJ/mol. The calculation puts the molar mass at 107.20 g/mol. The HOMO energy comes out at -13.06 eV. As for the SMILES: NC[C@@H]([NH3+])CS. For the LUMO energy, the calculation gives -0.124 Ha. Its energy is -628.3368 Ha. For the orbital gap, the calculation gives 9.6903 eV.

```
! RIJCOSX wB97M-V def2-TZVPD def2/J DEFGRID3
* xyz 1 1
N -1.44127 0.62890 1.39208
C -0.64969 -0.47364 0.81825
C -0.02091 0.05687 -0.48994
N 0.09242 1.63820 -0.45606
C 1.31145 -0.57552 -0.79355
S 1.02943 -2.16247 -1.76473
H -1.37467 0.65903 2.41476
H -2.43137 0.37173 1.36965
H 0.08175 -0.78462 1.56540
H -1.21419 -1.35177 0.49802
H -0.67257 0.00342 -1.36425
H -0.30941 1.89583 0.46317
H 1.06158 1.93716 -0.41525
H -0.44835 1.91334 -1.25794
H 1.93168 0.04055 -1.44663
H 1.79235 -0.85334 0.14053
H 1.26175 -2.94368 -0.67351
*
```